*w*
DFT (ωB97M-V with the def2-TZVPD basis set) results for 2 unconnected molecules or ions with the total composition C4H10N.

Positions of all 15 atoms, in Å:
C  -2.885  -1.229  1.531
C  -2.335  -1.985  0.577
H  -2.317  -0.356  1.900
H  -3.779  -1.585  1.882
H  -1.492  -1.642  0.060
H  -3.003  -2.706  0.139
C  0.896  0.766  -1.225
C  2.880  1.272  -0.214
N  1.587  1.379  -0.162
H  -0.180  0.708  -1.026
H  1.232  -0.312  -1.195
H  1.160  1.162  -2.214
H  3.261  1.151  -1.225
H  3.650  1.384  0.528
H  1.326  1.993  0.644

Summary:
* Kohn-Sham gap: 6.6 eV
* net charge: +1
* LUMO level: -6.17 eV

Computed natural (NBO) charges, given in elementary charges: atom 1 (C): -0.360, atom 2 (C): -0.392, atom 3 (H): 0.183, atom 4 (H): 0.204, atom 5 (H): 0.161, atom 6 (H): 0.205, atom 7 (C): -0.462, atom 8 (C): 0.158, atom 9 (N): -0.401, atom 10 (H): 0.268, atom 11 (H): 0.247, atom 12 (H): 0.259, atom 13 (H): 0.211, atom 14 (H): 0.247, atom 15 (H): 0.473

=====

*x*
DFT (ωB97M-V with the def2-TZVPD basis set) results for a gas-phase ion, C4H10N (charge +1).

Positions of all 15 atoms, in Å:
C  1.268  0.138  0.195
N  0.549  -0.113  -1.122
C  -0.929  -0.265  -0.855
C  -1.134  0.274  0.536
C  0.191  -0.007  1.260
H  1.766  1.098  0.082
H  2.030  -0.624  0.310
H  0.672  0.658  -1.772
H  0.977  -0.935  -1.538
H  -1.492  0.280  -1.591
H  -1.211  -1.312  -0.950
H  -1.950  -0.202  1.061
H  -1.313  1.349  0.601
H  0.336  0.672  2.095
H  0.241  -1.009  1.688

Summary:
* Kohn-Sham gap: 12.9 eV
* structure (SMILES): C1CC[NH2+]C1
* net charge: +1
* LUMO level: -3.54 eV

Computed natural (NBO) charges, given in elementary charges: atom 1 (C): -0.223, atom 2 (N): -0.502, atom 3 (C): -0.232, atom 4 (C): -0.430, atom 5 (C): -0.426, atom 6 (H): 0.234, atom 7 (H): 0.236, atom 8 (H): 0.441, atom 9 (H): 0.444, atom 10 (H): 0.242, atom 11 (H): 0.236, atom 12 (H): 0.260, atom 13 (H): 0.232, atom 14 (H): 0.258, atom 15 (H): 0.231

=====

*y*
DFT (ωB97M-V with the def2-TZVPD basis set) results for 2 unconnected molecules or ions with the total composition C4H10N.

Positions of all 15 atoms, in Å:
C  0.258  -0.135  -1.277
C  0.353  -1.438  -1.600
C  -0.069  0.889  2.061
C  -0.184  1.551  0.770
N  -0.483  -2.497  -1.656
H  1.113  0.535  -1.470
H  -0.578  0.395  -0.950
H  -1.143  1.750  0.303
H  -1.046  0.574  2.510
H  0.805  0.307  2.183
H  0.296  1.672  2.743
H  0.817  2.017  0.531
H  -1.515  -2.369  -1.583
H  1.318  -1.649  -1.847
H  -0.169  -3.445  -1.441

Summary:
* Kohn-Sham gap (alpha / beta): 5.9 / 6.0 eV
* net charge: +1
* LUMO level (alpha / beta): -6.74 / -6.68 eV

Computed natural (NBO) charges, given in elementary charges: atom 1 (C): -0.551, atom 2 (C): 0.121, atom 3 (C): -0.767, atom 4 (C): 0.137, atom 5 (N): -0.750, atom 6 (H): 0.224, atom 7 (H): 0.175, atom 8 (H): 0.236, atom 9 (H): 0.267, atom 10 (H): 0.309, atom 11 (H): 0.330, atom 12 (H): 0.243, atom 13 (H): 0.406, atom 14 (H): 0.198, atom 15 (H): 0.423

=====

Which is the most stable structure? *x* is the most stable.

=====

*w*
DFT (ωB97M-V with the def2-TZVPD basis set) results for 2 unconnected molecules or ions with the total composition C5H13NO2.

Positions of all 21 atoms, in Å:
C  -2.289  0.061  -0.371
C  -0.910  0.651  -0.387
N  0.194  -0.161  -0.265
C  0.101  -1.513  0.294
C  1.483  -2.094  0.557
C  2.074  -2.806  -0.681
O  -0.772  1.840  -0.643
H  -2.862  0.195  -1.290
H  -2.911  0.517  0.399
H  -2.372  -1.019  -0.244
H  0.948  0.097  -0.887
H  -0.414  -2.123  -0.456
H  -0.512  -1.513  1.191
H  1.536  -2.745  1.422
H  2.113  -1.212  0.720
H  1.757  -2.442  -1.660
H  3.155  -2.791  -0.640
H  1.666  -3.820  -0.698
H  -0.893  3.421  1.069
H  0.575  3.221  0.924
O  -0.056  3.820  1.343

Summary:
* Kohn-Sham gap: 10.6 eV
* structure (SMILES): CCCNC(C)=O.O
* net charge: 0
* LUMO level: 0.71 eV

Computed natural (NBO) charges, given in elementary charges: atom 1 (C): -0.735, atom 2 (C): 0.684, atom 3 (N): -0.637, atom 4 (C): -0.213, atom 5 (C): -0.410, atom 6 (C): -0.614, atom 7 (O): -0.629, atom 8 (H): 0.253, atom 9 (H): 0.243, atom 10 (H): 0.215, atom 11 (H): 0.409, atom 12 (H): 0.177, atom 13 (H): 0.206, atom 14 (H): 0.218, atom 15 (H): 0.205, atom 16 (H): 0.204, atom 17 (H): 0.216, atom 18 (H): 0.206, atom 19 (H): 0.475, atom 20 (H): 0.471, atom 21 (O): -0.946

=====

*x*
DFT (ωB97M-V with the def2-TZVPD basis set) results for 2 unconnected molecules or ions with the total composition C5H13NO2.

Positions of all 21 atoms, in Å:
C  0.820  0.181  -0.982
C  -1.626  -1.516  -1.376
C  -1.902  -1.899  -0.109
N  1.617  -0.820  -0.344
H  1.104  -1.680  -0.200
H  1.925  -0.533  0.579
H  1.422  1.059  -1.215
H  0.432  -0.173  -1.934
H  -2.181  -0.727  -1.864
H  -0.854  -1.992  -1.961
H  -1.133  -0.671  0.816
H  -2.828  -1.587  0.361
H  -1.468  -2.807  0.292
C  1.386  2.122  1.444
C  -0.292  1.009  0.162
O  0.294  2.202  0.537
O  -0.536  0.160  1.186
H  -1.176  1.296  -0.417
H  1.592  3.146  1.750
H  2.277  1.709  0.961
H  1.127  1.521  2.316

Summary:
* Kohn-Sham gap: 8.6 eV
* structure (SMILES): CO[C@H](O)CN.C=C
* net charge: 0
* LUMO level: 0.54 eV

Computed natural (NBO) charges, given in elementary charges: atom 1 (C): -0.292, atom 2 (C): -0.277, atom 3 (C): -0.537, atom 4 (N): -0.835, atom 5 (H): 0.346, atom 6 (H): 0.362, atom 7 (H): 0.187, atom 8 (H): 0.185, atom 9 (H): 0.203, atom 10 (H): 0.201, atom 11 (H): 0.495, atom 12 (H): 0.228, atom 13 (H): 0.221, atom 14 (C): -0.265, atom 15 (C): 0.396, atom 16 (O): -0.534, atom 17 (O): -0.764, atom 18 (H): 0.134, atom 19 (H): 0.195, atom 20 (H): 0.162, atom 21 (H): 0.190

=====

Which is the most stable structure? *w* is the most stable.

=====

*w*
DFT (ωB97M-V with the def2-TZVPD basis set) results for 2 unconnected molecules or ions with the total composition C5H13NO2.

Positions of all 21 atoms, in Å:
C  0.145  -1.574  0.215
N  0.468  -0.226  -0.015
C  -0.583  0.729  0.251
C  -1.652  0.857  -0.829
C  1.730  0.066  -0.675
C  1.975  1.521  -1.186
O  0.902  -2.482  0.033
H  -0.777  -1.520  0.830
H  -0.997  0.496  1.258
H  -0.189  1.731  0.405
H  -1.115  0.799  -1.776
H  -2.487  0.131  -0.840
H  -2.157  1.817  -0.782
H  1.749  -0.569  -1.574
H  2.531  -0.122  0.055
H  1.546  1.627  -2.184
H  3.012  1.807  -1.126
H  1.351  2.155  -0.547
H  -1.391  -2.878  3.235
H  -1.941  -1.707  2.623
O  -2.122  -2.658  2.630

Summary:
* Kohn-Sham gap: 9.8 eV
* structure (SMILES): CCN(C=O)CC.O
* net charge: 0
* LUMO level: 0.61 eV

Computed natural (NBO) charges, given in elementary charges: atom 1 (C): 0.541, atom 2 (N): -0.462, atom 3 (C): -0.216, atom 4 (C): -0.631, atom 5 (C): -0.213, atom 6 (C): -0.616, atom 7 (O): -0.586, atom 8 (H): 0.101, atom 9 (H): 0.189, atom 10 (H): 0.208, atom 11 (H): 0.211, atom 12 (H): 0.217, atom 13 (H): 0.212, atom 14 (H): 0.209, atom 15 (H): 0.200, atom 16 (H): 0.207, atom 17 (H): 0.224, atom 18 (H): 0.199, atom 19 (H): 0.466, atom 20 (H): 0.453, atom 21 (O): -0.914

=====

*x*
DFT (ωB97M-V with the def2-TZVPD basis set) results for 3 unconnected molecules or ions with the total composition C5H13NO2.

Positions of all 21 atoms, in Å:
C  0.606  0.025  -1.650
N  2.168  1.459  0.244
C  1.537  0.283  0.592
C  0.707  -0.387  -0.233
C  -0.020  -1.562  0.237
C  -0.085  -2.037  1.486
H  1.290  -0.439  -2.368
H  0.634  1.084  -1.927
H  -0.301  -0.240  -2.203
H  2.254  1.768  -0.703
H  2.748  1.918  0.917
H  1.718  0.065  1.635
H  -0.608  -2.126  -0.481
H  0.366  -1.486  2.309
H  -0.539  -2.983  1.745
H  -1.699  0.255  1.532
H  -0.890  1.385  1.021
O  -1.820  1.132  1.136
H  -3.471  0.412  -1.298
H  -2.066  0.905  -0.599
O  -2.530  0.569  -1.392

Summary:
* Kohn-Sham gap: 8.4 eV
* structure (SMILES): C=C/C(C)=C/N.O.O
* net charge: 0
* LUMO level: 0.75 eV

Computed natural (NBO) charges, given in elementary charges: atom 1 (C): -0.674, atom 2 (N): -0.815, atom 3 (C): 0.045, atom 4 (C): -0.198, atom 5 (C): -0.170, atom 6 (C): -0.447, atom 7 (H): 0.218, atom 8 (H): 0.211, atom 9 (H): 0.260, atom 10 (H): 0.394, atom 11 (H): 0.388, atom 12 (H): 0.196, atom 13 (H): 0.212, atom 14 (H): 0.173, atom 15 (H): 0.206, atom 16 (H): 0.487, atom 17 (H): 0.480, atom 18 (O): -0.939, atom 19 (H): 0.475, atom 20 (H): 0.501, atom 21 (O): -1.003

=====

Which is the most stable structure? *w* is the most stable.

=====

*w*
DFT (ωB97M-V with the def2-TZVPD basis set) results for 3 unconnected molecules or ions with the total composition C5H13NO2.

Positions of all 21 atoms, in Å:
C  -0.972  1.313  -1.204
N  0.482  0.207  1.168
C  1.086  0.444  -0.057
C  0.233  0.404  -1.291
C  3.412  -0.382  0.632
C  2.434  0.034  -0.231
H  -1.763  1.052  -1.930
H  -0.677  2.358  -1.423
H  -1.459  1.455  -0.229
H  -0.227  -0.554  1.171
H  0.131  1.002  1.697
H  0.854  0.798  -2.106
H  3.315  -0.268  1.707
H  4.296  -0.673  0.080
H  2.765  0.216  -1.253
H  -0.099  -0.617  -1.537
H  -3.074  -2.549  0.056
O  -2.378  -1.908  -0.132
H  -2.586  -1.156  0.708
H  -3.258  -0.765  2.339
O  -2.515  -0.413  1.835

Summary:
* Kohn-Sham gap: 3.7 eV
* net charge: 0
* LUMO level: -3.48 eV

Computed natural (NBO) charges, given in elementary charges: atom 1 (C): -0.623, atom 2 (N): -0.897, atom 3 (C): 0.595, atom 4 (C): -0.534, atom 5 (C): -0.106, atom 6 (C): -0.344, atom 7 (H): 0.248, atom 8 (H): 0.197, atom 9 (H): 0.256, atom 10 (H): 0.486, atom 11 (H): 0.445, atom 12 (H): 0.223, atom 13 (H): 0.235, atom 14 (H): 0.220, atom 15 (H): 0.218, atom 16 (H): 0.325, atom 17 (H): 0.442, atom 18 (O): -1.111, atom 19 (H): 0.490, atom 20 (H): 0.434, atom 21 (O): -1.200

=====

*x*
DFT (ωB97M-V with the def2-TZVPD basis set) results for 2 unconnected molecules or ions with the total composition C5H13NO2.

Positions of all 21 atoms, in Å:
C  0.178  -1.434  -1.788
C  0.800  -1.763  -0.424
C  0.634  -0.771  0.672
C  -0.855  -0.516  1.055
C  -0.920  0.804  1.787
N  -1.212  1.934  1.064
O  -1.015  0.864  3.005
H  0.865  -1.766  -2.556
H  -0.017  -0.363  -1.896
H  -0.778  -1.957  -1.894
H  0.693  -2.846  -0.071
H  1.946  -1.875  -0.399
H  1.107  -1.125  1.606
H  0.993  0.272  0.345
H  -1.622  -0.644  0.289
H  -0.974  -1.253  1.899
H  -1.372  2.780  1.606
H  -1.391  2.100  0.088
H  0.263  2.750  -1.428
H  1.734  2.703  -1.423
O  0.941  2.105  -1.538

Summary:
* Kohn-Sham gap: 9.9 eV
* structure (SMILES): CCCCC(N)=O.O
* net charge: 0
* LUMO level: 0.37 eV

Computed natural (NBO) charges, given in elementary charges: atom 1 (C): -0.626, atom 2 (C): -0.414, atom 3 (C): -0.390, atom 4 (C): -0.515, atom 5 (C): 0.678, atom 6 (N): -0.844, atom 7 (O): -0.614, atom 8 (H): 0.219, atom 9 (H): 0.218, atom 10 (H): 0.205, atom 11 (H): 0.206, atom 12 (H): 0.203, atom 13 (H): 0.217, atom 14 (H): 0.212, atom 15 (H): 0.223, atom 16 (H): 0.236, atom 17 (H): 0.394, atom 18 (H): 0.388, atom 19 (H): 0.458, atom 20 (H): 0.474, atom 21 (O): -0.928

=====

Which is the most stable structure? *x* is the most stable.